# C35H25N8O3PPd

C35H25N8O3PPd as an isolated structure (wB97M-V/def2-TZVPD, OMol25).

Properties
* 2S+1: 3
* <S²>: 2.069
* HOMO energy (alpha / beta): -6.04 / -7.09 eV
* orbital gap (alpha / beta): 5.2 / 5.3 eV

Last column: Löwdin charge in e.
Geometry (Å):
Pd: 0.0011 0.2086 0.1950  0.836
C: -4.8930 3.9247 2.9057  -0.075
C: -5.5147 2.6942 3.1520  -0.077
C: -4.9370 1.5049 2.7285  -0.010
C: -3.7353 1.5907 2.0469  -0.113
C: -2.8588 0.5527 1.4890  -0.255
N: -3.1561 -0.7441 1.6451  0.190
C: -2.5341 -1.6352 0.9001  -0.396
C: -2.4465 -3.0500 1.3541  -0.116
C: -3.5382 -3.6848 1.9256  -0.012
C: -3.4284 -4.9988 2.3590  -0.069
C: -2.2140 -5.6602 2.2534  -0.061
C: -1.1119 -5.0163 1.7032  -0.026
C: -1.2211 -3.7211 1.2251  -0.138
C: -0.0277 -2.9054 0.7595  -0.530
N: 1.2014 -3.6917 0.4521  -0.033
C: 2.3367 -2.9354 0.2573  -0.189
N: 1.9023 -0.4413 -0.3012  0.016
C: 2.9011 -0.1190 0.5505  -0.289
N: 3.1438 1.1774 0.7958  0.184
C: 2.2488 2.1264 0.6440  -0.278
N: 0.9133 1.9750 0.6793  0.028
C: 0.3018 3.2073 0.6601  -0.261
N: -0.9692 3.4490 0.8960  0.201
C: -1.8527 2.5040 1.1504  -0.249
N: -1.7704 1.1255 0.9336  0.057
C: -3.1194 2.8062 1.8034  -0.118
C: -3.6805 3.9980 2.2355  -0.009
C: 1.3358 4.2316 0.5469  -0.107
C: 1.2775 5.6148 0.4569  -0.009
C: 2.4777 6.3033 0.3707  -0.076
C: 3.7045 5.6293 0.3820  -0.077
C: 3.7579 4.2461 0.4753  -0.011
C: 2.5564 3.5629 0.5505  -0.101
C: 3.6919 -1.1299 1.2061  -0.104
C: 4.7387 -0.7290 2.0718  -0.031
C: 5.2768 -1.5992 2.9725  -0.091
C: 4.7434 -2.9085 3.0655  -0.078
C: 3.7532 -3.3380 2.2337  -0.038
C: 3.2329 -2.4767 1.2228  -0.126
N: -1.9690 -1.3115 -0.2519  -0.198
H: -5.3652 4.8342 3.2540  0.101
H: -6.4553 2.6735 3.6864  0.100
H: -5.3978 0.5454 2.9219  0.112
H: -4.4681 -3.1401 2.0225  0.116
H: -4.2849 -5.5002 2.7899  0.104
H: -2.1162 -6.6741 2.6198  0.106
H: -0.1495 -5.5074 1.6749  0.101
H: -3.1857 4.9427 2.0543  0.112
H: 0.3258 6.1292 0.4544  0.114
H: 2.4701 7.3830 0.2941  0.101
H: 4.6225 6.1983 0.3154  0.101
H: 4.7006 3.7149 0.4904  0.114
H: 5.0756 0.2975 2.0194  0.108
H: 6.0798 -1.2893 3.6266  0.096
H: 5.1394 -3.5905 3.8086  0.103
H: 3.3717 -4.3493 2.2981  0.112
C: 1.2633 -5.7699 -0.6353  -0.078
O: 0.8750 -4.4114 -0.7548  -0.193
P: -0.5597 -1.9253 -0.7993  1.057
O: 0.3116 -1.9697 1.7534  -0.201
C: 0.3996 -2.4388 3.0998  -0.034
O: 2.1102 -1.8380 -0.7541  -0.315
C: 3.0746 -1.8627 -1.8432  0.047
H: 2.2701 -5.8412 -0.2182  0.088
H: 1.2644 -6.1744 -1.6463  0.090
H: 0.5619 -6.3389 -0.0237  0.066
H: -0.5873 -2.6754 3.5001  0.096
H: 0.8358 -1.6165 3.6612  0.102
H: 1.0508 -3.3105 3.1753  0.088
H: 4.0708 -1.7350 -1.4259  0.109
H: 2.7978 -1.0472 -2.5036  0.108
H: 2.9460 -2.8355 -2.3035  0.108

---

# C35H26Cl5NO4P2Ti

C35H26Cl5NO4P2Ti as an isolated structure (wB97M-V/def2-TZVPD, OMol25).

Properties
* 2S+1: 3
* <S²>: 2.012
* energy above the lowest of the compared OMol25 structures with the same formula, charge and spin: 41.0 kcal per mole
* HOMO energy (alpha / beta): -5.08 / -8.06 eV
* orbital gap (alpha / beta): 5.0 / 8.0 eV

Last column: Löwdin charge in e.
Geometry (Å):
Ti: -0.5493 -1.1564 1.6030  0.687
Cl: -2.9115 -1.4888 2.9864  0.753
C: -2.7587 -2.8534 1.9097  -0.671
C: -1.6392 -2.7708 1.0790  -0.314
C: -1.4826 -3.8380 0.1844  -0.685
Cl: -0.0315 -3.8735 -0.7661  0.717
C: -2.4083 -4.8666 0.0751  -0.718
Cl: -2.2127 -6.0984 -1.1130  0.664
C: -3.5068 -4.8990 0.9389  -0.715
Cl: -4.6301 -6.2013 0.8583  0.659
C: -3.6758 -3.8855 1.8867  -0.710
Cl: -5.0011 -3.9297 2.9841  0.675
O: -1.6928 0.1650 0.6578  -0.425
P: -1.1639 0.2313 -0.7540  0.760
C: 0.6755 0.1300 -0.7665  -0.272
P: 1.2619 1.0837 0.7160  0.786
O: 0.7037 0.5446 1.9958  -0.353
C: 0.7676 2.8022 0.5129  -0.272
C: -0.2627 3.2844 1.3156  -0.063
C: -0.6141 4.6217 1.2533  -0.063
C: 0.0731 5.4834 0.4087  -0.070
C: 1.1186 5.0095 -0.3712  -0.074
C: 1.4710 3.6729 -0.3169  -0.072
C: 3.0605 1.0343 0.6597  -0.281
C: 3.7270 1.0345 1.8814  -0.068
C: 5.1110 0.9913 1.9141  -0.070
C: 5.8295 0.9486 0.7278  -0.066
C: 5.1666 0.9585 -0.4913  -0.063
C: 3.7836 1.0011 -0.5281  -0.087
C: -1.8372 -1.0485 -1.8134  -0.289
C: -1.2163 -1.4623 -2.9881  -0.093
C: -1.8481 -2.3838 -3.8045  -0.077
C: -3.0970 -2.8830 -3.4610  -0.067
C: -3.7322 -2.4459 -2.3058  -0.059
C: -3.1081 -1.5209 -1.4875  -0.070
C: -1.6714 1.7969 -1.4846  -0.268
C: -1.0329 2.4068 -2.5607  -0.076
C: -1.5586 3.5636 -3.1101  -0.076
C: -2.7333 4.1053 -2.6091  -0.074
C: -3.3823 3.4925 -1.5458  -0.068
C: -2.8543 2.3443 -0.9847  -0.066
H: 1.0849 0.5562 -1.6870  0.063
H: 1.0018 -0.9091 -0.6678  0.049
H: -0.7792 2.6019 1.9784  0.113
H: -1.4217 4.9993 1.8669  0.110
H: -0.1979 6.5306 0.3675  0.106
H: 1.6688 5.6885 -1.0102  0.107
H: 2.3051 3.3039 -0.9030  0.102
H: 3.1465 1.0554 2.7967  0.115
H: 5.6325 0.9825 2.8626  0.109
H: 6.9102 0.8956 0.7509  0.107
H: 5.7256 0.9137 -1.4164  0.109
H: 3.2746 0.9823 -1.4835  0.104
H: -0.2290 -1.0942 -3.2427  0.108
H: -1.3610 -2.7248 -4.7087  0.108
H: -3.5714 -3.6229 -4.0921  0.108
H: -4.7083 -2.8291 -2.0383  0.114
H: -3.5751 -1.1812 -0.5703  0.117
H: -0.1252 1.9802 -2.9718  0.103
H: -1.0493 4.0472 -3.9341  0.107
H: -3.1454 5.0031 -3.0514  0.106
H: -4.2982 3.9174 -1.1557  0.108
H: -3.3391 1.8572 -0.1476  0.113
O: -0.0015 -1.8850 3.3766  -0.071
C: 1.1290 -2.1437 2.9165  -0.481
C: 2.4027 -2.4484 3.6681  -0.058
C: 3.4098 -2.6178 2.5283  -0.066
C: 2.6217 -2.2304 1.2722  -0.485
O: 3.0967 -2.0577 0.1673  0.051
N: 1.2960 -2.0889 1.5868  0.038
H: 2.2691 -3.3400 4.2807  0.124
H: 2.6502 -1.6223 4.3356  0.123
H: 3.7565 -3.6454 2.4195  0.123
H: 4.2841 -1.9752 2.6198  0.108

---

# C35H26ClFIIrN4O4

C35H26ClFIIrN4O4 as an isolated structure (wB97M-V/def2-TZVPD, OMol25).

Properties
* charge: +1
* 2S+1: 2
* <S²>: 0.785
* energy above the lowest of the compared OMol25 structures with the same formula, charge and spin: 36.9 kcal per mole
* HOMO energy (alpha / beta): -9.94 / -9.93 eV
* orbital gap (alpha / beta): 6.3 / 4.3 eV

Last column: Löwdin charge in e.
Geometry (Å):
Ir: 1.5210 -1.1874 -0.5484  1.505
C: 2.2153 -2.2137 -3.4923  -0.153
N: 2.2607 -2.4526 -2.0556  -0.114
C: 2.8511 -3.5163 -1.5981  -0.050
C: 3.0233 -3.6075 -0.2300  -0.318
C: 3.5189 -4.5777 0.6392  -0.014
C: 3.3810 -4.0473 1.9191  -0.061
C: 2.8208 -2.7762 1.7767  -0.132
N: 2.6177 -2.5048 0.4809  -0.113
C: 0.8674 -1.9578 -4.1422  -0.201
C: 0.8592 -1.7989 -5.5291  -0.043
C: -0.3241 -1.5820 -6.2141  -0.075
C: -1.5235 -1.4812 -5.5178  -0.084
C: -1.5238 -1.6276 -4.1409  -0.076
C: -0.3371 -1.8857 -3.4585  -0.058
H: 2.6871 -3.0401 -4.0266  0.132
H: 2.8336 -1.3284 -3.6595  0.082
H: 3.2257 -4.2875 -2.2653  0.148
H: 3.9123 -5.5431 0.3630  0.110
H: 3.6300 -4.5181 2.8555  0.102
H: 2.6047 -2.0584 2.5520  0.120
H: 1.7934 -1.8572 -6.0784  0.120
H: -0.3155 -1.5033 -7.2937  0.108
H: -2.4512 -1.3148 -6.0501  0.105
H: -2.4554 -1.5635 -3.5902  0.106
H: -0.3671 -2.0716 -2.3978  0.082
Cl: -0.6273 3.9888 -4.7362  0.816
C: 0.3089 2.8321 -3.9100  -0.563
C: 1.6350 2.6523 -4.2796  -0.143
C: 2.4381 1.7370 -3.6215  -0.616
I: 4.4075 1.4693 -4.1383  1.083
C: 1.9043 0.9395 -2.5481  -0.385
O: 2.5809 0.1209 -1.8964  -0.108
C: 0.4975 1.0925 -2.2434  -0.146
N: 0.0272 0.2331 -1.3336  0.018
C: -1.2226 0.3433 -0.9294  -0.071
C: -2.0723 1.3357 -1.4303  0.009
C: -1.6207 2.1748 -2.4193  0.020
C: -0.2925 2.0551 -2.8599  -0.146
H: 2.0393 3.2416 -5.0906  0.108
H: -1.5549 -0.3889 -0.2032  0.127
H: -3.0797 1.4161 -1.0480  0.124
H: -2.2686 2.9159 -2.8672  0.108
C: -1.2322 1.0689 6.3581  -0.015
C: -2.1677 0.5645 5.2650  -0.296
C: -3.3885 1.4497 5.0503  -0.125
C: -2.9544 2.8555 4.6440  -0.122
C: -1.9192 2.8199 3.5436  -0.118
C: -1.6990 3.9252 2.7533  0.069
C: -0.7730 3.8766 1.7111  -0.252
F: -0.6114 4.9715 0.9518  0.081
C: -0.0707 2.7471 1.4163  0.070
C: -0.3017 1.5961 2.1827  -0.045
C: 0.3091 0.3361 1.7945  -0.296
O: 1.2532 0.3275 0.9510  -0.102
C: -0.2422 -0.8188 2.3808  -0.044
C: -1.0266 -0.6991 3.5000  0.069
N: -1.4326 0.4765 3.9847  0.022
C: -1.2026 1.6380 3.2540  -0.067
C: -0.0752 -2.1546 1.7309  -0.580
O: -0.0989 -3.1695 2.3781  0.123
O: -0.0171 -2.0677 0.4102  -0.200
H: -1.7773 1.1779 7.2960  0.096
H: -0.7917 2.0308 6.0939  0.087
H: -0.4185 0.3607 6.5161  0.091
H: -2.4856 -0.4482 5.5102  0.148
H: -3.9832 1.4782 5.9621  0.127
H: -4.0014 1.0125 4.2586  0.129
H: -2.5462 3.3845 5.5085  0.126
H: -3.8150 3.4295 4.3016  0.127
H: -2.2550 4.8400 2.9203  0.141
H: 0.6374 2.7256 0.5988  0.135
H: -1.3381 -1.5913 4.0302  0.161